i | 90
Properties=species:S:1:pos:R:3:mulliken_spin:R:1 method="wB97M-V/def2-TZVPD" multiplicity=5 charge=+2 s_squared=6.013
Cr 0.181 -0.753 -0.163 3.86
C -4.814 -1.804 -2.729 0.00
C -3.834 -1.779 -1.545 0.01
C -3.483 -3.213 -1.159 -0.01
C -2.640 -0.910 -1.898 -0.07
C -1.349 -1.420 -2.063 -0.07
C -0.315 -0.608 -2.555 0.33
C -0.535 0.737 -2.880 -0.07
C 0.572 1.589 -3.440 0.00
C -1.812 1.241 -2.676 0.03
C -2.836 0.436 -2.185 -0.03
H -5.675 -2.431 -2.492 0.00
H -4.325 -2.216 -3.614 0.00
H -5.182 -0.808 -2.981 0.00
H -4.349 -1.301 -0.703 0.00
H -3.150 -3.780 -2.032 0.00
H -4.369 -3.717 -0.770 0.00
H -2.700 -3.273 -0.405 0.00
H -1.195 -2.492 -1.990 0.01
H 0.580 -1.074 -2.938 -0.01
H 1.106 2.115 -2.639 0.00
H 0.181 2.350 -4.114 0.00
H 1.300 0.987 -3.983 0.00
H -2.029 2.272 -2.940 0.00
H -3.830 0.860 -2.077 0.00
C 2.656 -0.572 3.565 0.00
C 2.253 -0.196 2.173 0.03
O 1.188 -0.634 1.697 0.02
N 3.064 0.610 1.493 -0.01
C 2.845 0.975 0.095 0.08
C 3.099 -0.238 -0.765 -0.03
C 4.358 -0.524 -1.267 0.00
C 4.579 -1.732 -1.904 0.01
C 3.531 -2.638 -2.004 0.00
C 2.302 -2.279 -1.498 0.06
N 2.073 -1.091 -0.910 -0.12
H 1.810 -0.440 4.238 0.00
H 3.507 0.003 3.926 0.00
H 2.914 -1.632 3.566 0.00
H 3.858 1.008 1.965 0.00
H 3.522 1.788 -0.151 0.01
H 1.826 1.339 -0.024 -0.03
H 5.155 0.199 -1.148 0.00
H 5.554 -1.970 -2.310 0.00
H 3.663 -3.604 -2.472 0.00
H 1.457 -2.957 -1.559 -0.01
C 4.621 6.241 2.629 0.00
C 3.701 5.507 3.598 0.00
S 2.389 4.646 2.718 0.00
O 2.651 3.217 2.758 0.00
O 2.176 5.270 1.437 0.00
C 0.931 4.898 3.736 0.00
C -0.408 4.796 2.998 0.00
N -0.475 3.837 1.883 0.00
C -0.374 2.487 1.992 0.05
N -0.390 1.895 0.799 -0.07
C -0.492 2.914 -0.113 0.06
C -0.516 4.101 0.531 0.01
N -0.621 5.394 -0.097 0.00
O -0.814 6.370 0.603 0.00
O -0.551 5.393 -1.308 0.00
C -0.294 1.795 3.307 -0.01
H 5.404 6.742 3.196 0.00
H 4.074 6.984 2.054 0.00
H 5.092 5.551 1.929 0.00
H 3.220 6.190 4.298 0.00
H 4.216 4.729 4.160 0.00
H 1.011 5.891 4.176 0.00
H 1.023 4.153 4.527 0.00
H -0.689 5.758 2.598 0.00
H -1.157 4.500 3.729 0.00
H -0.506 2.754 -1.174 -0.02
H -1.049 2.171 4.000 0.00
H 0.691 1.944 3.760 0.00
H -0.448 0.731 3.151 0.01
C -4.180 -1.579 3.483 0.00
N -3.064 -1.697 2.555 0.00
C -2.186 -2.857 2.462 0.00
C -1.228 -2.397 1.382 -0.02
O -0.309 -3.011 0.864 0.01
N -1.539 -1.114 1.019 -0.09
C -2.611 -0.746 1.737 0.05
N -3.164 0.455 1.621 0.00
H -4.487 -2.576 3.785 0.00
H -5.034 -1.104 3.001 0.00
H -3.905 -1.016 4.377 0.00
H -2.722 -3.759 2.163 0.00
H -1.657 -3.057 3.395 0.00
H -2.746 1.101 0.969 0.01
H -4.004 0.708 2.110 0.00

ii | 90
Properties=species:S:1:pos:R:3:mulliken_spin:R:1 method="wB97M-V/def2-TZVPD" multiplicity=5 charge=+2 s_squared=6.013
Cr -0.396 -0.042 0.084 3.88
C 3.628 -0.386 2.530 0.00
C 2.099 -0.433 2.377 0.03
C 1.447 -0.079 3.713 0.01
C 1.770 0.516 1.242 0.02
C 1.584 1.889 1.479 0.03
C 1.824 2.824 0.495 0.04
C 2.297 2.444 -0.762 0.00
C 2.724 3.494 -1.742 0.00
C 2.405 1.089 -1.038 0.02
C 2.087 0.123 -0.077 -0.07
H 3.942 -1.059 3.323 0.00
H 3.941 0.624 2.786 0.00
H 4.123 -0.678 1.608 0.00
H 1.821 -1.452 2.086 0.02
H 1.918 0.802 4.143 0.00
H 1.586 -0.895 4.417 0.00
H 0.379 0.109 3.611 -0.01
H 1.336 2.229 2.472 -0.01
H 1.715 3.874 0.721 0.00
H 1.961 4.264 -1.853 0.00
H 2.955 3.067 -2.715 0.00
H 3.622 3.989 -1.373 0.00
H 2.807 0.762 -1.987 0.01
H 2.352 -0.912 -0.276 0.02
C -0.717 -3.392 2.946 0.00
C -1.038 -2.044 2.376 0.03
O -0.422 -1.575 1.406 -0.10
N -2.020 -1.366 2.980 0.00
C -2.443 -0.037 2.568 0.04
C -3.229 -0.099 1.281 0.00
C -4.615 -0.127 1.301 -0.01
C -5.316 -0.237 0.110 0.01
C -4.593 -0.308 -1.072 0.01
C -3.212 -0.268 -1.008 0.10
N -2.534 -0.167 0.138 -0.05
H 0.249 -3.735 2.586 0.00
H -1.467 -4.119 2.636 0.00
H -0.708 -3.363 4.033 0.00
H -2.515 -1.810 3.738 0.00
H -1.566 0.603 2.403 0.02
H -3.051 0.392 3.362 0.00
H -5.139 -0.060 2.241 0.00
H -6.393 -0.276 0.106 0.00
H -5.088 -0.388 -2.026 0.00
H -2.606 -0.335 -1.900 -0.04
C 5.145 -4.099 -4.321 0.00
C 4.156 -3.417 -5.241 0.00
S 2.604 -3.097 -4.331 0.00
O 2.331 -1.677 -4.194 0.00
O 2.632 -3.820 -3.091 0.00
C 1.223 -3.742 -5.391 0.00
C 0.037 -4.221 -4.553 0.00
N -0.071 -3.518 -3.294 0.00
C -0.449 -2.233 -3.114 0.01
N -0.309 -1.852 -1.852 0.02
C 0.180 -2.928 -1.191 0.04
C 0.335 -3.976 -2.062 -0.01
N 0.852 -5.260 -1.737 0.00
O 0.925 -6.101 -2.602 0.00
O 1.156 -5.407 -0.577 0.00
C -0.978 -1.404 -4.218 0.00
H 5.984 -4.486 -4.891 0.00
H 4.666 -4.928 -3.809 0.00
H 5.521 -3.410 -3.570 0.00
H 3.879 -4.064 -6.068 0.00
H 4.517 -2.464 -5.614 0.00
H 1.606 -4.565 -5.986 0.00
H 0.973 -2.913 -6.047 0.00
H 0.165 -5.279 -4.316 0.00
H -0.897 -4.096 -5.109 0.00
H 0.407 -2.918 -0.145 -0.01
H -1.755 -1.944 -4.755 0.00
H -0.177 -1.163 -4.914 0.00
H -1.395 -0.481 -3.830 0.00
C -0.569 3.935 -3.957 0.00
N -0.703 3.174 -2.743 0.00
C -1.373 3.708 -1.580 0.00
C -1.225 2.562 -0.598 0.01
O -1.609 2.477 0.548 0.00
N -0.555 1.548 -1.221 -0.16
C -0.234 1.955 -2.461 0.06
N 0.430 1.189 -3.319 0.01
H -1.480 4.512 -4.109 0.00
H -0.434 3.281 -4.817 0.00
H 0.272 4.629 -3.892 0.00
H -2.424 3.931 -1.786 0.00
H -0.899 4.621 -1.210 0.00
H 0.790 0.300 -2.998 0.01
H 0.819 1.572 -4.164 0.00

Most stable structure: i